Below is a molecular structure, C17H30BrCaN9O5S, with properties calculated with the ωB97M-V functional and the def2-TZVPD basis.

Each line ends with the Löwdin charge.
CARTESIAN COORDINATES (ANGSTROEM)
Ca  0.13  -0.22  -0.01  1.2190
C  -2.12  -5.45  0.66  -0.0551
C  -2.38  -4.04  1.09  -0.2484
C  -3.34  -3.70  2.04  -0.0504
C  -3.55  -2.38  2.38  -0.1223
C  -2.77  -1.43  1.75  -0.7322
Br  -3.02  0.41  2.15  0.7351
N  -1.85  -1.72  0.85  0.0203
C  -1.67  -2.99  0.51  -0.0589
H  -2.78  -6.15  1.18  0.0630
H  -1.09  -5.73  0.87  0.0799
H  -2.27  -5.57  -0.41  0.0826
H  -3.93  -4.48  2.51  0.1020
H  -4.29  -2.08  3.11  0.0848
H  -0.93  -3.16  -0.26  0.1041
C  5.28  -1.96  0.64  -0.1429
N  4.09  -2.79  0.58  -0.2253
C  3.81  -3.36  1.89  -0.1594
C  2.92  -2.07  0.06  -0.5446
N  1.87  -1.85  0.63  0.0119
N  3.28  -1.80  -1.37  0.0815
C  2.51  -0.97  -2.15  -0.5580
N  2.37  -1.41  -3.48  0.0958
N  1.96  0.10  -1.68  0.0490
H  6.16  -2.57  0.89  0.0611
H  5.20  -1.17  1.40  0.0782
H  5.45  -1.49  -0.33  0.0606
H  4.65  -3.98  2.20  0.0613
H  2.90  -3.96  1.83  0.0652
H  3.63  -2.58  2.65  0.0720
H  1.04  -0.44  2.35  -0.1346
H  3.47  -2.67  -1.85  0.1074
H  3.19  -1.25  -4.04  0.0631
H  1.51  -1.03  -3.89  0.0346
H  1.48  0.57  -2.44  0.0324
O  -0.30  -0.50  -3.95  -0.4255
S  -1.13  -0.96  -2.80  0.2512
O  -2.40  -1.53  -3.26  -0.3949
O  -1.39  0.23  -1.90  -0.5206
O  -0.37  -1.92  -1.96  -0.4565
C  -0.03  4.75  -3.47  -0.1789
C  -0.91  3.52  -3.35  -0.2004
N  -0.36  2.69  -2.31  0.0643
C  -0.02  3.20  -1.09  -0.3715
N  0.18  2.40  -0.10  0.0238
C  0.70  3.00  1.12  -0.2384
C  -0.04  4.29  1.42  -0.1762
C  0.19  5.26  0.27  -0.1956
N  0.15  4.58  -1.02  -0.0495
C  -0.05  5.47  -2.14  -0.2020
H  -0.38  5.42  -4.26  0.1023
H  0.99  4.43  -3.71  0.1151
H  -0.92  2.93  -4.27  0.1214
H  -1.95  3.83  -3.15  0.1186
H  -0.70  1.70  -2.27  0.0643
H  1.77  3.22  1.00  0.1189
H  0.60  2.25  1.91  0.0613
H  0.29  4.75  2.35  0.1021
H  -1.11  4.07  1.51  0.1111
H  1.17  5.75  0.38  0.1124
H  -0.56  6.06  0.26  0.1063
H  0.73  6.25  -2.11  0.1121
H  -1.02  5.99  -2.03  0.1129
O  0.34  0.21  2.21  -0.6209

Calculated values
net charge = -2
gap between HOMO and LUMO = 5.7 eV
E = -141086.3534 eV
max |F| = 0.30 eV Å⁻¹
energy above the lowest of the compared OMol25 structures with the same formula, charge and spin = 0.000 eV